# 1
Density functional theory data (ωB97M-V/def2-TZVPD) for C13H20I2Pb as an isolated structure at a distorted geometry.

```
! wB97M-V def2-TZVPD RIJCOSX def2/J DEFGRID3
* xyz 2 1
Pb -0.3912 -0.9078 -0.1689
C 2.5576 0.8174 -1.8085
C 1.4875 -0.1977 -2.1300
C 0.2897 0.1828 -2.7601
C -0.6095 -0.7739 -3.2334
C -0.3410 -2.1354 -3.0766
C 0.8212 -2.5319 -2.4259
C 1.7138 -1.5731 -1.9405
H 3.2189 0.9040 -2.6747
H 3.1762 0.5163 -0.9619
H 2.1451 1.8096 -1.6201
H 0.0954 1.2400 -2.9304
H -1.5147 -0.4537 -3.7410
H -1.0288 -2.8772 -3.4675
H 1.0443 -3.5860 -2.2979
H 2.6551 -1.8907 -1.5000
I -1.0247 -2.3100 3.6268
C 1.0737 -2.3202 3.6163
I 1.8564 -2.0824 1.6431
H 1.4511 -3.2826 3.9336
H 1.4680 -1.4928 4.1874
C -2.3170 1.9479 -0.3354
C -1.6507 1.5168 0.9330
C 0.4271 1.3624 2.3676
C -2.5357 1.1345 2.0797
C -0.3064 1.5028 1.0463
H -2.9177 2.8397 -0.1217
H -3.0329 1.1945 -0.6895
H -1.6103 2.1986 -1.1288
H 0.3470 2.3070 2.9152
H 1.4897 1.1642 2.2234
H 0.0078 0.5817 3.0134
H -2.5981 1.9891 2.7669
H -2.1349 0.3027 2.6680
H -3.5499 0.8996 1.7555
H 0.2379 2.0041 0.2365
*
```

E_LUMO = -7.85 eV
max |F| = 1.064 eV/Å
HOMO level = -16.03 eV
ΔE to the lowest compared entry with this formula, charge and spin = 0.0 kJ/mol

Here are the Löwdin charges for atoms 1 to 8, given in e: 1.340 -0.011 -0.367 -0.105 -0.089 -0.083 -0.101 -0.169

# 2
Density functional theory data (ωB97M-V/def2-TZVPD) for C12H17NO in the gas phase at a distorted geometry.

```
! wB97M-V def2-TZVPD RIJCOSX def2/J DEFGRID3
* xyz 0 1
C 2.7783 0.9508 -0.6922
C 1.9777 0.1409 0.2830
C 0.6190 -0.1460 -0.4399
C -0.3862 1.0050 -0.2265
N -1.7075 0.4012 -0.1495
C -2.8203 1.0543 0.1932
C -2.7385 2.4813 0.4731
O -3.8978 0.4301 0.2532
C -1.6200 -1.0144 -0.2847
C -2.3772 -1.6919 -1.3168
C -2.7592 -1.9178 -0.0696
C -0.1268 -1.3573 0.0617
C 0.0889 -2.0898 1.3572
C 0.4183 -2.7393 0.0811
H 3.2867 0.3948 -1.4873
H 3.6281 1.4723 -0.2923
H 2.0580 1.7120 -1.0891
H 1.5789 0.5575 1.1702
H 2.4897 -0.7565 0.5872
H 0.7605 -0.3005 -1.4796
H -0.0713 1.6377 0.8070
H -0.3915 1.7271 -0.9619
H -1.9028 2.8050 1.0807
H -3.5826 2.6945 1.2425
H -2.6932 3.1867 -0.3848
H -2.7113 -1.9034 -2.4146
H -3.3597 -2.3905 0.6436
H -0.9177 -2.4498 1.6266
H 0.7627 -1.7060 2.0680
H 1.4643 -2.7789 -0.3786
H -0.3012 -3.6229 -0.1520
*
```

E_LUMO = 0.85 eV
max |F| = 3.980 eV/Å
HOMO level = -8.71 eV
ΔE to the lowest compared entry with this formula, charge and spin = 540.9 kJ/mol
SMILES string = CC[C@@H]1CN(C(C)=O)[C@]2(C=C2)[C@@]12CC2

Here are the Löwdin charges for atoms 1 to 8, given in e: -0.099 -0.204 -0.239 -0.085 0.025 -0.502 -0.015 0.025

# 3
Density functional theory data (ωB97M-V/def2-TZVPD) for a 13-piece molecular cluster, C7H36O12 overall at a distorted geometry.

```
! wB97M-V def2-TZVPD RIJCOSX def2/J DEFGRID3
* xyz 0 1
C -1.1354 1.8145 -1.4904
C -0.3002 0.5908 -1.8246
C -0.8410 -0.5410 -2.4156
C 1.0921 0.8457 -1.2964
C 1.2525 0.2885 0.0698
C 1.7312 -0.9585 0.1830
C 1.9767 -1.6225 1.4728
H -1.4738 1.7646 -0.4095
H -0.6701 2.7250 -1.7767
H -2.0920 1.9171 -2.0925
H -1.8236 -0.5533 -2.7930
H -0.2308 -1.3993 -2.6164
H 1.0914 1.9686 -1.2143
H 1.9034 0.4586 -1.8404
H 1.0268 0.8534 0.8955
H 1.9246 -1.5822 -0.6750
H 3.1027 -1.8485 1.4778
H 1.2319 -2.5340 1.5387
H 1.6190 -1.1845 2.3830
H 2.7658 1.4807 2.6181
H 3.1836 1.6797 1.2047
O 2.6987 2.1201 1.9363
H -2.1546 -1.0198 1.0872
H -0.9561 -0.1907 0.4030
O -1.9183 -0.3548 0.4104
H -2.3971 -1.8395 2.9491
H -3.6707 -1.2580 2.1502
O -3.0194 -2.0719 2.3369
H -2.8775 -2.7029 -0.4361
H -1.7330 -1.9406 -1.1438
O -2.2378 -2.7285 -1.0531
H 1.9651 -2.7051 -3.0283
H 1.1199 -2.0262 -2.0413
O 1.7113 -1.7607 -2.8188
H -0.3359 2.6813 1.7374
H 0.6179 2.4279 2.8158
O -0.2939 2.3863 2.7119
H -3.9332 2.0020 -0.1657
H -2.8705 0.9481 0.1719
O -3.4648 1.7479 0.5405
H -2.2622 0.8268 4.2770
H -1.5382 0.8638 2.9311
O -1.9348 0.2826 3.5623
H 1.2990 -0.1783 -4.3720
H 0.6772 1.1810 -4.6755
O 1.4270 0.8335 -4.3567
H 2.0933 3.0380 -3.3117
H 1.8263 3.7123 -1.9561
O 2.5606 3.3840 -2.4733
H 1.6253 0.6304 4.1876
H 0.6985 -0.4409 4.5221
O 1.4789 0.0343 4.8500
H 0.0555 -4.4049 -1.6248
H -0.1568 -3.7964 -0.4085
O 0.5654 -3.8445 -1.1138
*
```

E_LUMO = 0.11 eV
max |F| = 6.355 eV/Å
HOMO level = -9.12 eV
ΔE to the lowest compared entry with this formula, charge and spin = 549.4 kJ/mol

Here are the Löwdin charges for atoms 1 to 8, given in e: -0.062 -0.299 0.035 -0.173 -0.127 -0.159 -0.088 0.068

# 4
Density functional theory data (ωB97M-V/def2-TZVPD) for C4H8N2O in the gas phase.

```
! wB97M-V def2-TZVPD RIJCOSX def2/J DEFGRID3
* xyz 0 1
C -0.8419 -0.9174 0.5950
C -0.1850 0.1552 -0.3309
C 1.2115 -0.3528 -0.2709
N 1.8132 0.1516 0.9357
O 1.6970 -1.1902 -0.9894
C -1.0398 0.8300 -1.3536
N -0.3642 1.5867 -0.3151
H -1.4106 -0.4678 1.4038
H -1.4676 -1.5593 -0.0239
H -0.1250 -1.6171 1.0592
H 1.6795 -0.5033 1.7026
H 2.8063 0.2121 0.7757
H -0.7731 1.0706 -2.3837
H -2.0970 0.5817 -1.2293
H -0.9035 2.0200 0.4248
*
```

E_LUMO = 0.89 eV
max |F| = 0.712 eV/Å
HOMO level = -9.42 eV
ΔE to the lowest compared entry with this formula, charge and spin = 264.1 kJ/mol
SMILES string = C[C@@]1(C(N)=O)CN1

Here are the Löwdin charges for atoms 1 to 8, given in e: -0.007 -0.432 -0.477 0.114 0.106 -0.093 0.055 0.083

# 5
Density functional theory data (ωB97M-V/def2-TZVPD) for a 2-piece molecular cluster, C15H33FINOP overall.

```
! wB97M-V def2-TZVPD RIJCOSX def2/J DEFGRID3
* xyz 0 2
C 1.3924 -0.4192 5.0311
C -0.1106 -0.1634 4.9098
F -0.7857 -1.0572 5.7495
C -0.6836 -0.2805 3.5110
P -0.1209 -1.8088 2.4891
C 0.4651 -3.3341 1.4280
C 1.6765 -2.9993 0.5819
C 2.9148 -2.6907 1.4296
I 2.1271 -4.6330 -0.7525
H 1.5622 -1.4167 5.4298
H 1.8349 0.2889 5.7295
H 1.9061 -0.3048 4.0791
H -0.3246 0.8347 5.2960
H -1.7717 -0.3198 3.6013
H -0.4255 0.6179 2.9446
H 0.6658 -0.9600 1.6577
H -1.4461 -2.0282 2.0524
H 0.3183 -2.4694 3.6715
H 0.6755 -4.1967 2.0641
H -0.3670 -3.5789 0.7651
H 1.4337 -2.1459 -0.0501
H 2.8959 -3.3002 2.3316
H 3.8385 -2.8458 0.8842
H 2.8744 -1.6436 1.7363
C 0.9803 2.0702 -3.5685
C 0.2676 0.8320 -2.9653
C -0.9946 0.4205 -3.7485
C -2.2985 1.1463 -3.4042
C -2.4880 1.2688 -1.8941
C -1.2784 1.9063 -1.2165
N -0.0748 1.0705 -1.5286
O -0.0481 -0.0023 -0.8302
C -1.1444 3.3630 -1.6809
C -1.4581 1.9400 0.2950
C 1.2593 -0.3237 -3.0502
H 0.8703 2.9656 -2.9674
H 2.0537 1.8921 -3.6292
H 0.6217 2.2913 -4.5741
H -1.1615 -0.6458 -3.5725
H -0.7803 0.5235 -4.8134
H -2.3404 2.1284 -3.8818
H -3.1305 0.5775 -3.8227
H -3.3733 1.8658 -1.6654
H -2.6599 0.2765 -1.4666
H -0.2900 3.8496 -1.2085
H -2.0444 3.9023 -1.3845
H -1.0518 3.4767 -2.7569
H -1.6545 0.9515 0.7042
H -2.3021 2.5848 0.5405
H -0.5679 2.3440 0.7800
H 2.1225 -0.1477 -2.4078
H 1.6070 -0.3967 -4.0814
H 0.8139 -1.2761 -2.7712
*
```

E_LUMO (spin up / spin down) = 0.69 / 0.23 eV
max |F| = 0.984 eV/Å
HOMO level (spin up / spin down) = -7.88 / -7.88 eV

Here are the Löwdin charges for atoms 1 to 8, given in e: -0.060 -0.456 -0.054 -0.340 0.835 -0.473 -0.881 -0.189

# 6
Density functional theory data (ωB97M-V/def2-TZVPD) for C6H12O in the gas phase.

```
! wB97M-V def2-TZVPD RIJCOSX def2/J DEFGRID3
* xyz 0 1
C -1.2569 -1.0495 0.5351
C -0.3518 0.1732 0.7429
C -1.2362 1.3938 1.0188
C 0.6592 0.5194 -0.3639
C 2.0801 0.0071 -0.3038
C 1.2177 -0.3563 -1.4626
O 0.8858 -1.7065 -1.6013
H -0.7043 -1.9439 0.2367
H -1.7591 -1.2906 1.4791
H -2.0433 -0.8447 -0.2044
H 0.2356 -0.0201 1.6494
H -1.8341 1.2497 1.9254
H -1.9288 1.5640 0.1841
H -0.6373 2.3016 1.1476
H 0.5809 1.5574 -0.6860
H 2.9205 0.6849 -0.4195
H 2.2422 -0.8152 0.3898
H 1.4154 0.1495 -2.4102
H -0.0721 -1.7834 -1.5528
*
```

E_LUMO = 1.01 eV
max |F| = 0.244 eV/Å
HOMO level = -9.78 eV
ΔE to the lowest compared entry with this formula, charge and spin = 138.9 kJ/mol
SMILES string = CC(C)[C@H]1C[C@H]1O

Here are the Löwdin charges for atoms 1 to 8, given in e: -0.075 -0.385 -0.091 -0.200 -0.061 -0.331 -0.019 0.067